The following is a DFT calculation (ωB97M-V/def2-TZVPD) of a structure of composition C11H18LuN3O6P in a non-equilibrium geometry.

XYZ file:
```
40
Properties=species:S:1:pos:R:3:forces:R:3:lowdin_charge:R:1
O 3.82061 -1.44414 -0.69792 -4.73 -0.72 -2.37 0.242
C 2.78980 -1.58338 -1.19969 5.80 0.93 2.93 0.007
Lu 0.55207 -1.64691 -2.06141 -1.32 2.05 1.44 1.276
O 2.36305 -4.13081 -4.05419 -2.12 2.99 2.42 0.242
C 1.80570 -3.35327 -3.42162 2.51 -3.64 -2.88 -0.033
C -1.15080 -2.53827 -3.48281 -5.04 -1.95 -3.53 0.038
O -2.03864 -2.89809 -4.12167 3.99 1.54 2.79 0.246
C 1.56424 -0.46594 -3.87280 2.50 4.24 -4.63 0.013
O 2.01637 0.23514 -4.67211 -2.08 -3.39 3.70 0.246
C 0.53773 -3.62140 -0.70694 -0.45 -5.08 4.33 0.012
O 0.48820 -4.51120 0.02844 0.29 4.12 -3.50 0.239
C 0.24292 -0.60363 2.87749 0.12 -0.23 0.80 -0.072
N -0.31893 -0.63944 1.52294 -0.11 -0.50 -0.72 -0.291
C -1.46802 -1.57094 1.34864 -0.24 -0.03 0.52 -0.082
P -0.27216 0.57008 0.40254 -1.01 1.83 1.75 0.589
O -0.31971 -0.09278 -0.98238 0.87 -1.75 -1.89 -0.479
N -1.60383 1.54159 0.45614 0.59 -0.62 -0.60 -0.295
C -2.68030 1.43539 -0.53339 -0.53 -0.03 -0.28 -0.078
C -2.00845 2.21479 1.69280 -0.18 0.17 0.56 -0.058
N 1.13931 1.40043 0.50894 0.28 -0.67 -0.44 -0.283
C 1.70397 1.92910 -0.75284 -0.12 0.64 0.09 -0.071
C 1.55710 2.19132 1.67609 0.42 0.66 0.51 -0.065
H 0.07155 -1.58438 3.33975 0.03 0.23 -0.18 0.101
H -0.22916 0.13384 3.54647 0.10 -0.13 -0.37 0.106
H 1.32427 -0.45866 2.86991 -0.14 0.10 -0.14 0.086
H -2.42612 -1.19597 1.77267 0.61 -0.15 -0.24 0.115
H -1.64414 -1.81195 0.28680 0.00 0.22 0.24 0.053
H -1.21221 -2.51423 1.85803 -0.15 0.39 -0.11 0.097
H -2.30511 1.42126 -1.56757 -0.09 0.00 0.44 0.082
H -3.33616 0.56868 -0.35266 0.21 0.13 -0.11 0.093
H -3.31224 2.32208 -0.40959 0.19 -0.18 -0.23 0.102
H -2.55741 1.54912 2.38313 0.29 0.15 -0.22 0.102
H -1.14843 2.66512 2.21052 -0.34 -0.18 -0.14 0.083
H -2.70923 3.01309 1.40941 0.42 -0.12 0.22 0.105
H 1.11224 2.76221 -1.17855 0.19 -0.38 0.16 0.118
H 2.70395 2.31694 -0.52562 -0.24 -0.15 -0.11 0.107
H 1.81682 1.15691 -1.52581 -0.05 0.01 0.13 0.025
H 1.04289 3.16285 1.75866 0.00 -0.39 -0.14 0.105
H 1.46416 1.64954 2.61966 -0.16 0.07 -0.28 0.075
H 2.62407 2.42592 1.55055 -0.32 -0.18 0.10 0.104
```
Positions in Å, forces in eV/Å.

Summary:
**LUMO level**: -13.46 eV
**Energy**: -71335.7184 eV
**2S+1**: 1
**HOMO-LUMO gap**: 4.228 eV
**Net charge**: +3

***

The following is a DFT calculation (ωB97M-V/def2-TZVPD) of the molecule C4H9NO2.

XYZ file:
```
16
Properties=species:S:1:pos:R:3:forces:R:3:lowdin_charge:R:1
C -2.01559 -0.27230 -0.52206 0.03 -0.08 -0.03 -0.057
C -0.55769 0.18962 -0.55816 -0.08 -0.29 -0.17 -0.425
O -0.46403 1.49971 0.00487 -0.18 0.00 0.10 -0.056
C 0.33655 -0.80261 0.19229 -0.04 -0.11 -0.02 -0.074
C 1.83118 -0.49952 0.28628 0.01 -0.06 0.02 -0.539
N 2.14454 0.72721 0.78454 0.06 0.02 -0.11 0.166
O 2.67249 -1.33808 0.00984 -0.25 0.25 0.04 0.039
H -2.35165 -0.40535 0.51736 0.12 0.03 -0.19 0.090
H -2.13494 -1.23052 -1.03372 0.01 0.09 0.05 0.086
H -2.68093 0.45438 -1.00762 0.22 -0.12 0.04 0.087
H -0.22746 0.26775 -1.60208 0.01 -0.03 0.14 0.148
H -1.32962 1.66322 0.38892 0.10 0.35 0.16 0.086
H -0.04433 -0.89928 1.21777 0.05 0.01 -0.10 0.132
H 0.26082 -1.78124 -0.28725 0.00 0.08 0.07 0.126
H 3.12192 0.97675 0.80633 -0.14 -0.02 -0.03 0.111
H 1.43875 1.45026 0.80268 0.09 -0.12 0.01 0.081
```
Positions in Å, forces in eV/Å.

Summary:
**LUMO level**: 0.75 eV
**Energy**: -9879.6441 eV
**2S+1**: 1
**HOMO-LUMO gap**: 10.338 eV
**Net charge**: 0

***

In the order shown, the computed energy above the lowest of the compared OMol25 structures with the same formula, charge and spin values come out to 0.0; 40.2 kJ/mol.